(1)
Computed, not measured: a 3-piece molecular cluster, C34H61N4O4 overall in a non-equilibrium geometry, with ωB97M-V with the def2-TZVPD basis set.

Geometry as XYZ:
```
103
Properties=species:S:1:pos:R:3:forces:R:3
N 1.922216 4.252251 -2.222473 0.2952 -0.1636 -0.1344
C 2.977649 3.438537 -2.841637 -0.8494 0.0224 0.2788
C 2.555266 1.959887 -3.162679 -0.1788 0.5416 -0.1257
C 1.434734 1.433190 -2.217740 0.8904 -0.1493 -0.9411
C 1.475926 -0.096458 -2.140120 0.9567 0.9954 1.4601
C 0.986056 -0.843853 -0.859004 2.7548 -1.4199 -1.5087
C 2.175017 -0.695101 0.151965 -1.2257 0.3799 0.5255
C 1.750272 -0.811278 1.621669 1.0695 1.0607 0.6193
O 2.350992 -0.173082 2.459011 -0.5827 -0.5333 -0.4636
C 1.137855 -2.333571 -1.407377 -3.7334 0.1842 -0.8471
C 1.477285 -2.288443 -2.926126 2.2865 -0.2901 1.2489
N 1.123758 -0.887871 -3.345247 -0.4207 -1.1862 0.0190
C -0.319676 -0.982173 -3.797142 -0.4964 0.3457 -1.4412
O -1.018802 0.209770 -3.721707 0.1155 -0.7706 0.4994
C -2.005954 0.217596 -2.724898 -0.0314 0.8191 0.5507
C -2.964245 -0.755624 -2.581713 0.3997 -1.4457 -1.2232
C -3.917990 -0.714288 -1.595039 -0.6937 -0.3129 0.5351
C -3.966289 0.350256 -0.723651 -0.0134 0.2088 0.1537
C -3.025118 1.347862 -0.895962 -0.4702 0.6031 0.9415
C -2.048322 1.288211 -1.858519 0.4507 0.7540 -0.1169
H 1.808362 4.039313 -1.240332 -0.1140 0.0591 -0.0606
H 1.035226 4.148032 -2.699367 0.0067 0.1421 0.0800
H 3.819693 3.459758 -2.145315 0.0276 -0.0718 -0.2909
H 3.239859 3.958221 -3.768203 0.3171 -0.3011 0.1441
H 3.449531 1.319890 -3.128180 -0.1567 0.0645 -0.0185
H 2.173854 1.969455 -4.195129 0.1264 -0.2349 0.1345
H 1.685489 1.801985 -1.217655 -0.4963 -0.1033 -0.0167
H 0.502104 1.832324 -2.603711 -0.0809 -0.1088 0.5587
H 2.559607 -0.284120 -2.060257 -0.2025 -0.1117 -0.3362
H -0.005245 -0.555438 -0.508307 0.1306 -0.1863 0.0569
H 2.929721 -1.474722 -0.013351 -0.2011 0.0849 -0.1336
H 2.693508 0.258616 -0.004913 -0.1449 -0.0581 0.5028
H 0.920535 -1.470964 1.958997 0.1075 0.0035 -0.5326
H 0.092129 -2.693878 -1.445629 0.3382 -0.3354 0.5021
H 1.679645 -3.051901 -0.798459 0.3142 0.2706 -0.2184
H 2.566517 -2.398072 -3.032928 -0.2121 0.2352 -0.2024
H 1.056847 -3.078896 -3.549734 -0.4293 0.3863 0.0870
H 1.759448 -0.642412 -4.105119 -0.3911 0.3918 -0.1234
H -0.282003 -1.272629 -4.856883 0.2624 0.0066 0.2296
H -0.778602 -1.818144 -3.266176 0.0144 0.3949 0.3115
H -2.964336 -1.613877 -3.256275 -0.0427 0.1999 0.0267
H -4.643344 -1.516468 -1.489577 0.1258 0.0720 -0.1377
H -4.710453 0.411079 0.064179 0.0536 -0.0995 -0.1447
H -3.062520 2.215221 -0.240080 0.0954 -0.1212 -0.1105
H -1.361496 2.126414 -1.905392 0.0260 -0.2189 -0.2547
C -7.295292 -1.871415 4.454925 -0.0279 -0.3700 -0.0112
C -7.243039 -0.911082 3.233540 0.1968 -0.3059 2.0219
C -8.567232 -0.148187 3.100778 -0.3690 0.0189 -0.5026
C -9.715000 -0.995332 2.561822 0.0686 -0.0379 0.0315
C -9.311729 -1.670694 1.255335 -0.0766 0.5750 0.1322
C -8.016632 -2.477638 1.377301 -0.6338 -1.9208 0.1229
N -6.909488 -1.681772 1.995631 -1.0695 2.1644 -1.3562
O -6.452768 -0.853319 1.102127 0.6981 -0.5021 0.0806
C -8.298939 -3.748532 2.203255 -0.0278 0.0142 0.3450
C -7.619740 -3.001657 -0.002918 0.4702 0.4150 -0.2694
C -6.153588 0.106003 3.581803 0.3274 0.1640 -0.6562
H -8.297095 -1.953292 4.878396 -0.0064 -0.0593 -0.0611
H -6.950987 -2.873975 4.207346 -0.0547 0.0306 -0.0761
H -6.635252 -1.540200 5.255997 -0.0707 0.2000 -0.0497
H -8.430535 0.707601 2.431032 0.1482 -0.0718 -0.0468
H -8.847492 0.268768 4.070396 0.2065 -0.0638 0.0704
H -10.022509 -1.739178 3.301979 0.0277 -0.0166 -0.0172
H -10.586157 -0.360409 2.389938 0.0019 -0.0154 0.0252
H -10.120381 -2.322557 0.917516 0.1561 -0.1510 -0.0296
H -9.198394 -0.902485 0.482831 0.1563 -0.0225 0.0202
H -7.379781 -4.306786 2.389929 0.0114 0.0432 0.0007
H -8.975291 -4.408423 1.659328 0.0233 0.1117 -0.1236
H -8.778340 -3.547471 3.159179 0.0803 0.0254 0.0128
H -7.504277 -2.203370 -0.735901 0.0695 0.0599 0.1097
H -8.388234 -3.673005 -0.385082 -0.0753 0.0058 0.1892
H -6.682901 -3.562233 0.044704 -0.0092 0.0301 0.0369
H -5.175181 -0.373768 3.654865 -0.0274 -0.0226 -0.0056
H -6.375304 0.567230 4.543869 -0.1334 -0.1633 0.0280
H -6.086590 0.913829 2.853036 0.0081 -0.1149 -0.0864
C 5.578493 1.028254 1.735979 0.1419 -0.1422 0.2489
C 6.106836 1.884825 0.552199 -1.5414 -0.7872 1.1096
C 6.045139 1.079723 -0.753613 0.4564 -0.0946 -0.3872
C 7.125045 0.007740 -0.867979 -0.0428 0.0080 0.0341
C 8.504241 0.616968 -0.634690 -0.3830 0.1020 -0.4148
C 8.599940 1.386439 0.685535 0.9807 -1.2844 1.2366
N 7.484576 2.370131 0.848270 0.2377 0.4832 -2.6767
O 7.729553 3.398409 0.088758 0.0072 0.2641 0.7159
C 8.607963 0.376086 1.850727 -0.3045 -0.1734 0.0824
C 9.962696 2.073267 0.768358 -0.0581 0.6222 -0.2116
C 5.110998 3.040249 0.433416 0.3859 0.5775 -0.2600
H 5.429143 -0.018228 1.461516 0.0834 -0.0124 0.0384
H 6.241662 1.057892 2.597980 0.0813 -0.0106 -0.0960
H 4.624242 1.397803 2.109311 -0.0577 -0.0057 -0.2033
H 6.146618 1.759276 -1.607919 0.0615 0.1196 0.1115
H 5.057267 0.614425 -0.851466 -0.0707 0.1082 0.1870
H 6.936055 -0.804282 -0.159574 0.0187 0.0405 0.0410
H 7.088776 -0.442662 -1.863300 0.0030 -0.0091 0.0152
H 9.259157 -0.171727 -0.656338 0.0657 0.0816 0.1739
H 8.738785 1.284453 -1.470575 -0.0320 0.1168 0.1037
H 8.584144 0.889252 2.813210 -0.0230 0.0294 -0.0317
H 9.518951 -0.222338 1.823850 0.0453 0.1116 -0.1173
H 7.781247 -0.332114 1.818855 -0.0404 0.0698 0.0346
H 10.148031 2.738109 -0.073964 -0.1408 0.0627 0.0491
H 10.758911 1.328833 0.765618 -0.1542 -0.1410 0.0318
H 10.053879 2.653709 1.688145 -0.0485 0.0060 -0.0287
H 5.133588 3.673555 1.321343 0.0107 -0.0191 -0.0104
H 4.097442 2.643929 0.327656 0.0751 -0.1959 0.1098
H 5.300063 3.666768 -0.438080 0.1766 0.0485 0.0953
```
Forces are in eV/Å.

Total charge: +1
LUMO (spin up / spin down) in eV: -2.76 / -2.76
Multiplicity: 3
HOMO (spin up / spin down) in eV: -10.4 / -11.1
Kohn-Sham gap (spin up / spin down) in eV: 7.594 / 8.359

Results of the Löwdin charge analysis, in e, for atoms 1 through 8:
1. N 0.00
2. C -0.24
3. C -0.17
4. C -0.13
5. C -0.24
6. C -0.17
7. C -0.11
8. C -0.21

---

(2)
Computed, not measured: a 2-piece molecular cluster, C3H5F3O2S overall in a non-equilibrium geometry, with ωB97M-V with the def2-TZVPD basis set.

Geometry as XYZ:
```
14
Properties=species:S:1:pos:R:3:forces:R:3
C -1.869049 2.427380 -1.131127 -0.5815 1.8941 2.1920
C 2.348055 -1.148375 1.131966 -2.3471 1.1444 2.3041
C 0.126050 -1.177331 0.430637 -0.9504 0.4519 -0.2746
O -2.485362 0.500519 -2.594571 -0.4878 -0.3624 0.0283
O 1.214736 -1.853166 0.643089 0.7834 -1.6897 -1.0404
F -0.362486 -0.750943 1.579608 -0.4777 1.6357 1.4588
F -0.840179 -1.931912 -0.044922 -0.1541 -0.8940 -1.0970
F 0.281139 -0.121378 -0.411659 0.1282 -0.1477 0.3854
S -2.616596 1.012485 -1.224579 0.8690 0.4863 -0.1614
H -1.627652 2.929282 -2.047268 0.4944 -0.1122 -0.4578
H -1.796188 3.116983 -0.190877 -0.3382 -1.8783 -1.6108
H 2.860034 -1.911720 1.684162 0.7237 0.0500 0.1977
H 1.900482 -0.351587 1.865400 1.4764 -1.1837 -1.2769
H 2.867014 -0.740237 0.310140 0.8617 0.6056 -0.6473
```
Forces are in eV/Å.

LUMO in eV: -0.07
Multiplicity: 1
HOMO in eV: -9.7
Kohn-Sham gap in eV: 9.602

Results of the Löwdin charge analysis, in e, for atoms 1 through 8:
1. C -0.34
2. C -0.01
3. C -0.82
4. O -0.56
5. O 0.01
6. F 0.16
7. F 0.18
8. F 0.13

---

What energy above the lowest of the compared OMol25 structures with the same formula, charge and spin values result from the calculations? In sequence: 0.0 19.9 kcal per mole.